1.
{
  "formula": "C9H13NO",
  "method": "ωB97M-V/def2-TZVPD",
  "symbols": ["C", "C", "C", "C", "C", "C", "C", "H", "H", "H", "H", "H", "H", "H", "H", "C", "C", "N", "O", "H", "H", "H", "H", "H"],
  "xyz": [[2.71, -1.11, -0.19], [1.59, -0.44, 0.52], [0.62, -1.02, 1.32], [-0.29, -0.20, 2.03], [-0.37, 1.15, 1.76], [0.44, 1.60, 0.78], [1.37, 0.90, 0.07], [2.18, -1.52, -1.06], [2.80, -2.05, 0.45], [3.63, -0.50, -0.16], [0.55, -2.12, 1.49], [-0.94, -0.81, 2.58], [-1.12, 1.82, 2.36], [0.53, 2.68, 0.52], [1.75, 1.06, -0.92], [-0.99, -0.72, -1.40], [-2.35, -0.01, -1.23], [-2.28, 1.34, -1.24], [-3.44, -0.58, -1.30], [-0.92, -1.47, -0.65], [-0.15, -0.10, -1.27], [-0.88, -1.38, -2.34], [-3.03, 1.72, -1.17], [-1.43, 1.77, -0.96]],
  "gap_ha": 0.366,
  "de_lowest_ev": 2.813,
  "max_force_ev_per_a": 12.58,
  "homo_energy_ev": -9.23,
  "smiles": "Cc1ccccc1.CC(N)=O",
  "lumo_energy_ev": 0.739,
  "total_charge": 0
}

=====

2.
{
  "formula": "C9H13NO2",
  "method": "ωB97M-V/def2-TZVPD",
  "symbols": ["C", "C", "C", "C", "C", "O", "C", "C", "H", "H", "H", "H", "H", "H", "H", "H", "C", "C", "N", "O", "H", "H", "H", "H", "H"],
  "xyz": [[-3.45, 0.53, 2.72], [-1.92, 0.31, 2.56], [-1.44, -1.04, 2.79], [-0.13, -1.45, 2.33], [0.64, -0.54, 1.63], [1.89, -0.92, 1.19], [0.20, 0.75, 1.54], [-0.97, 1.26, 1.96], [-3.93, -0.43, 2.84], [-3.95, 1.06, 1.98], [-3.63, 1.08, 3.63], [-2.15, -1.76, 3.06], [0.12, -2.50, 2.33], [1.98, -0.82, 0.21], [0.98, 1.39, 1.15], [-1.15, 2.31, 1.65], [2.16, 0.69, -4.59], [1.22, -0.20, -3.83], [1.89, -0.77, -2.75], [0.02, -0.26, -4.00], [1.89, 1.35, -5.40], [3.08, 0.14, -4.85], [2.46, 1.45, -3.81], [1.40, -1.25, -1.92], [2.77, -0.37, -2.40]],
  "gap_ha": 0.331,
  "de_lowest_ev": 1.724,
  "max_force_ev_per_a": 3.80,
  "homo_energy_ev": -8.66,
  "smiles": "Cc1ccc(O)cc1.CC(N)=O",
  "lumo_energy_ev": 0.341,
  "total_charge": 0
}